No. 1
The ion CH6N3O2 with charge +1 at a distorted geometry. Source: the OMol25 dataset; level of theory: ωB97M-V/def2-TZVPD.

Output
HOMO level   -15.183 eV
ΔE to the lowest compared entry with this formula, charge and spin   141.9 kJ/mol
Max |F|   4.726 eV/Å
Net charge   +1
Frontier orbital gap   11.6 eV
SMILES   NC(N)=[NH+]OO

Cartesian coordinates (Å):
C -0.332 0.262 0.016
N -1.490 0.254 -0.627
N -0.487 0.361 1.353
N 0.800 0.144 -0.654
O 2.779 -0.996 0.166
O 2.231 0.262 -0.141
H -2.400 0.426 -0.326
H -1.393 0.079 -1.634
H -1.334 0.309 1.924
H 0.335 0.434 2.002
H 0.907 0.441 -1.556
H 3.701 -0.994 -0.189

No. 2
A structure of composition C33H43BIN12O2STl at a distorted geometry. Source: the OMol25 dataset; level of theory: ωB97M-V/def2-TZVPD.

Output
HOMO level   -1.825 eV
ΔE to the lowest compared entry with this formula, charge and spin   253.2 kJ/mol
Max |F|   4.377 eV/Å
Net charge   -2
Frontier orbital gap   5.1 eV

Cartesian coordinates (Å):
Tl 9.710 12.745 11.993
C 14.830 5.371 13.823
C 13.759 5.451 12.900
N 13.915 6.343 12.016
N 15.170 6.862 12.211
C 15.669 6.320 13.309
B 15.808 8.065 11.399
N 15.443 7.964 9.893
C 14.176 7.973 9.435
C 14.189 7.805 8.095
C 15.559 7.757 7.765
N 16.327 7.814 8.854
N 15.121 9.405 11.934
C 14.367 10.331 11.286
C 13.892 11.223 12.191
C 14.398 10.767 13.420
N 15.110 9.665 13.264
H 14.966 4.736 14.659
H 12.888 4.798 13.008
H 16.593 6.607 13.791
H 16.986 8.003 11.552
H 13.338 8.038 10.105
H 13.372 7.774 7.367
H 16.092 7.791 6.826
H 14.261 10.429 10.194
H 13.252 12.072 11.947
H 14.316 11.251 14.421
O 11.755 13.842 16.086
C 11.387 13.560 14.942
O 10.493 12.728 14.529
C 12.137 14.404 13.875
C 13.205 15.195 14.304
C 13.942 15.956 13.472
C 13.549 15.959 12.134
C 12.511 15.163 11.717
N 11.856 14.354 12.514
H 13.437 15.217 15.368
H 14.826 16.491 13.686
H 14.014 16.598 11.435
H 12.279 14.976 10.693
N 5.819 11.876 10.045
C 5.563 10.647 9.292
C 6.620 9.513 9.370
C 7.241 9.287 10.717
C 8.484 8.395 10.760
N 9.485 9.039 9.977
H 5.799 11.656 11.025
H 6.783 12.238 9.925
H 5.350 10.798 8.256
H 4.611 10.364 9.740
H 7.403 9.835 8.644
H 6.146 8.618 9.003
H 6.519 8.841 11.407
H 7.524 10.239 11.171
H 8.262 7.381 10.368
H 8.761 8.288 11.768
H 10.322 8.505 10.169
H 9.659 9.936 10.461
S 11.081 11.922 7.186
C 9.576 11.438 7.856
N 8.903 12.307 8.476
C 9.549 13.541 8.440
C 9.035 14.706 8.955
C 9.800 15.838 8.919
C 11.079 15.850 8.354
C 11.632 14.638 7.884
C 10.915 13.465 7.933
H 9.250 10.409 7.793
H 8.012 14.850 9.343
H 9.382 16.765 9.235
H 11.718 16.684 8.336
H 12.697 14.627 7.599
C 6.582 13.880 13.929
C 7.757 14.825 13.833
C 7.392 16.250 14.203
C 8.420 14.666 12.472
H 6.111 13.867 14.864
H 6.880 12.827 13.668
H 5.802 14.139 13.170
H 8.459 14.483 14.599
H 6.670 16.746 13.521
H 8.290 16.868 14.207
H 6.954 16.357 15.120
H 9.199 15.461 12.333
H 7.694 14.875 11.629
I 5.413 9.436 17.672
C 6.738 10.260 16.293
C 7.826 11.042 16.708
N 8.460 11.355 15.551
N 7.873 10.860 14.456
C 6.845 10.144 14.898
H 8.305 11.269 17.664
H 9.290 12.002 15.330
H 6.206 9.752 14.063

No. 3
A structure of composition C42H38F4MnN3O5PS at a distorted geometry. Source: the OMol25 dataset; level of theory: ωB97M-V/def2-TZVPD.

Output
Multiplicity   4
HOMO level (spin up / spin down)   -13.148 / -13.326 eV
ΔE to the lowest compared entry with this formula, charge and spin   206.6 kJ/mol
Max |F|   1.772 eV/Å
Net charge   +2
Frontier orbital gap (spin up / spin down)   5.8 / 7.3 eV

Cartesian coordinates (Å):
Mn 0.144 -0.228 -0.185
C 0.951 -2.677 2.182
N 1.911 -2.196 1.148
C 2.806 -3.309 0.740
C 2.727 -1.063 1.662
C 1.905 0.036 2.301
N 0.833 0.555 1.456
C 0.406 1.842 1.732
C -0.465 2.439 0.822
F -0.842 1.613 -0.227
C -0.919 3.732 0.871
F -1.717 4.178 -0.097
C -0.542 4.541 1.922
C 0.284 3.985 2.880
F 0.664 4.715 3.918
C 0.743 2.676 2.811
F 1.497 2.236 3.828
H 1.494 -2.889 3.102
H 0.452 -3.575 1.830
H 0.205 -1.907 2.362
H 3.397 -3.639 1.591
H 3.455 -2.956 -0.057
H 2.192 -4.129 0.376
H 3.273 -0.683 0.800
H 3.430 -1.446 2.399
H 2.633 0.820 2.513
H 1.510 -0.289 3.266
H -0.881 5.563 2.004
O -1.413 -2.015 -0.104
S -0.951 -3.471 -0.650
O -1.427 -4.490 0.280
O 1.258 -1.795 -0.014
C -2.064 -3.416 -2.059
C -2.496 -4.552 -2.715
C -3.288 -4.411 -3.845
C -3.604 -3.142 -4.312
C -3.134 -2.009 -3.664
C -2.357 -2.140 -2.515
P -1.809 -0.742 -1.480
C -3.271 -0.198 -0.530
C -3.173 0.133 0.819
C -4.299 0.519 1.526
C -5.533 0.574 0.895
C -5.637 0.245 -0.448
C -4.511 -0.134 -1.161
C 1.526 0.728 -1.304
C 2.637 1.410 -0.826
C 3.504 2.032 -1.714
C 3.263 1.985 -3.080
C 2.148 1.315 -3.556
C 1.279 0.688 -2.672
H -2.240 -5.531 -2.327
H -3.663 -5.287 -4.357
H -4.236 -3.030 -5.183
H -3.393 -1.035 -4.053
H -2.220 0.067 1.334
H -4.218 0.761 2.578
H -6.414 0.865 1.452
H -6.600 0.267 -0.941
H -4.609 -0.392 -2.205
H 2.847 1.493 0.232
H 4.367 2.558 -1.328
H 3.937 2.477 -3.768
H 1.943 1.279 -4.619
H 0.406 0.190 -3.069
C 1.232 -2.730 -4.662
O 0.350 -1.817 -5.309
C 0.185 -1.937 -6.652
C 0.821 -2.924 -7.395
C 0.645 -3.016 -8.766
C -0.171 -2.115 -9.428
C -0.805 -1.128 -8.704
C -0.651 -1.022 -7.323
N -1.381 0.034 -6.711
C -1.558 0.301 -5.449
C -2.354 1.341 -4.903
C -3.006 2.331 -5.666
C -3.767 3.295 -5.061
C -3.903 3.299 -3.668
C -3.285 2.345 -2.887
C -2.508 1.353 -3.484
O -1.882 0.434 -2.758
H 1.234 -2.452 -3.610
H 2.245 -2.640 -5.057
H 0.876 -3.757 -4.767
H 1.473 -3.631 -6.905
H 1.154 -3.798 -9.312
H -0.311 -2.183 -10.498
H -1.442 -0.414 -9.216
H -1.850 0.624 -7.389
H -1.067 -0.354 -4.752
H -2.890 2.340 -6.744
H -4.255 4.057 -5.652
H -4.500 4.066 -3.192
H -3.390 2.347 -1.810